# 1
# C21H13Cl7O3TeZr

A molecular structure, C21H13Cl7O3TeZr (ωB97M-V/def2-TZVPD, the Open Molecules 2025 dataset).

Summary:
Strongest force on any atom ... 0.68 eV/A
HOMO energy ... -8.2 eV
Gap between HOMO and LUMO ... 7.65 eV
LUMO ... -0.59 eV

Last column: Mulliken charge in e.
Positions of all 46 atoms, in Å:
Zr1 -1.038 0.485 0.086  1.191
Cl1 -8.420 0.172 -0.322  -0.212
C1 -6.748 0.482 0.021  0.538
C2 -5.837 -0.560 -0.056  -0.938
C3 -4.519 -0.269 0.225  0.969
Cl2 -3.281 -1.485 0.099  -0.225
C4 -4.065 1.001 0.585  -0.506
O1 -2.781 1.206 0.841  -0.531
C5 -5.019 2.019 0.631  0.481
Cl3 -4.514 3.617 1.043  -0.186
C6 -6.353 1.766 0.356  -0.790
H1 -6.148 -1.556 -0.333  0.456
H2 -7.073 2.569 0.402  0.448
Cl4 3.315 -4.201 -1.843  -0.190
C7 2.246 -3.257 -0.882  0.367
C8 2.357 -3.268 0.506  0.138
Cl5 3.548 -4.247 1.272  -0.150
C9 1.514 -2.472 1.282  0.382
Cl6 1.675 -2.387 2.991  -0.152
C10 0.535 -1.702 0.670  0.529
O2 -0.281 -0.881 1.370  -0.958
C11 0.402 -1.715 -0.729  0.480
O3 -0.549 -0.920 -1.279  -0.999
C12 1.270 -2.473 -1.499  0.069
Cl7 1.125 -2.396 -3.210  -0.159
C13 4.661 -0.676 0.481  -1.717
C14 3.450 0.154 0.176  0.281
C15 3.061 0.403 -1.140  -0.789
C16 1.964 1.187 -1.451  1.641
C17 1.619 1.425 -2.891  -1.972
C18 1.193 1.748 -0.400  -1.458
Te1 -0.403 3.107 -0.840  0.030
C19 1.567 1.484 0.938  1.995
C20 0.833 2.043 2.134  -1.404
C21 2.687 0.694 1.196  -0.785
H3 5.006 -1.218 -0.399  0.331
H4 4.450 -1.402 1.267  0.335
H5 5.481 -0.046 0.833  0.465
H6 3.642 -0.030 -1.947  0.318
H7 2.258 0.829 -3.539  0.383
H8 1.738 2.480 -3.147  0.420
H9 0.577 1.174 -3.091  0.418
H10 -0.265 1.975 2.114  0.186
H11 1.012 3.118 2.211  0.435
H12 1.158 1.534 3.038  0.432
H13 2.950 0.491 2.228  0.399

# 2
# C7H39NO13

14 unconnected molecules or ions with the total composition C7H39NO13 (ωB97M-V/def2-TZVPD, the Open Molecules 2025 dataset).

Summary:
Strongest force on any atom ... 1.46 eV/A
ΔE to the lowest compared entry with this formula, charge and spin ... 60.0 kcal per mole
HOMO energy ... -8.1 eV
Gap between HOMO and LUMO ... 8.17 eV
LUMO ... 0.08 eV

Last column: Mulliken charge in e.
Positions of all 60 atoms, in Å:
C1 0.665 -3.337 -2.171  -1.346
C2 0.803 -2.760 -0.797  0.009
C3 0.904 -1.478 -0.466  -0.250
N1 0.974 -0.978 0.848  0.383
C4 1.948 0.096 1.003  -1.251
C5 1.685 3.877 0.332  -1.352
C6 2.270 2.507 0.520  -0.271
C7 1.500 1.430 0.510  1.563
H1 0.713 -2.486 -2.857  0.287
H2 -0.288 -3.846 -2.314  0.320
H3 1.434 -4.075 -2.397  0.346
H4 0.791 -3.482 0.026  0.289
H5 0.865 -0.639 -1.152  0.124
H6 1.064 -1.639 1.615  0.105
H7 2.102 0.125 2.093  0.386
H8 2.985 -0.103 0.661  0.119
H9 0.601 3.907 0.246  0.277
H10 2.036 4.220 -0.652  0.247
H11 1.995 4.599 1.083  0.404
H12 3.350 2.466 0.590  0.511
H13 0.429 1.552 0.426  -0.567
H14 0.989 1.470 -2.552  0.227
H15 0.652 3.070 -2.606  0.245
O1 0.594 2.245 -2.123  -0.500
H16 2.892 -0.280 -3.036  0.374
H17 2.189 0.190 -4.309  0.252
O2 2.123 0.241 -3.351  -0.572
H18 -3.121 -0.347 1.428  0.288
H19 -1.896 0.136 0.603  0.023
O3 -2.150 -0.129 1.491  -0.266
H20 -4.899 -0.953 0.265  0.358
H21 -4.816 0.506 0.864  0.432
O4 -4.731 -0.454 1.085  -0.751
H22 -1.038 1.187 -0.608  0.012
H23 -1.405 2.219 -1.633  0.306
O5 -1.808 1.632 -0.976  -0.553
H24 3.572 1.743 -2.332  0.365
H25 4.754 2.614 -1.765  0.298
O6 4.508 1.748 -2.092  -0.650
H26 -3.392 -2.609 0.938  0.373
H27 -2.003 -2.922 1.159  0.338
O7 -2.753 -3.283 0.658  -0.737
H28 4.776 -0.208 -1.947  0.359
H29 3.937 -1.262 -1.180  0.293
O8 4.226 -0.998 -2.060  -0.735
H30 -3.678 2.182 -0.154  0.342
H31 -3.825 2.302 1.301  0.352
O9 -4.374 2.118 0.522  -0.752
H32 -1.351 2.176 1.626  0.377
H33 -0.656 3.018 2.761  0.294
O10 -1.262 3.048 2.018  -0.657
H34 1.012 -2.458 3.726  0.292
H35 1.689 -3.537 2.923  0.299
O11 1.772 -2.604 3.145  -0.667
H36 -1.032 -1.116 2.513  0.431
H37 -1.215 -1.399 4.127  0.263
O12 -1.010 -1.748 3.261  -0.652
H38 -3.189 -2.382 -1.021  0.384
H39 -3.206 -0.863 -1.134  0.309
O13 -3.787 -1.631 -1.194  -0.724